Record 1
123
Properties=species:S:1:pos:R:3:forces:R:3:mulliken_charge:R:1 method="wB97M-V/def2-TZVPD" orbital_gap_ev=7.02 total_charge=0 lumo_energy_ev=-0.89 fmax_ev_per_a=3.9
C -2.7303 0.3277 3.5988 -0.43 -0.45 0.31 -0.507
P -2.3643 1.2742 2.0248 0.07 1.81 0.49 0.257
O -3.8279 1.2189 1.1142 1.62 -1.17 -0.15 -0.560
C -1.0817 0.4106 0.9819 0.93 -2.28 -1.21 -0.603
C -1.0692 -0.9920 0.5991 1.41 1.54 -0.28 1.199
C -2.2428 -1.9238 1.1119 1.44 0.57 -0.64 -0.750
O -1.9141 -3.3075 0.7340 -2.22 0.14 -0.35 -0.307
C -2.9858 -3.9342 0.1386 1.94 -1.17 0.31 0.969
F -2.6937 -5.2984 0.1535 -0.66 2.12 0.31 -0.275
F -4.1670 -3.7778 0.8048 1.24 0.06 -1.34 -0.241
F -3.0486 -3.5680 -1.1783 -0.90 -0.29 1.51 -0.281
C 0.0436 -1.5168 -0.3025 1.16 2.25 -0.05 -0.856
C 1.1216 -0.6630 -0.8191 -1.42 -1.01 0.93 0.817
C 2.2607 -1.1928 -1.7943 -1.33 1.16 0.47 -1.053
C 2.0997 -0.4262 -3.2020 0.69 -0.80 -0.42 -0.614
C 1.5612 -1.3509 -4.3620 0.49 0.99 0.64 -0.591
Br -0.1501 -2.0825 -3.6926 0.31 -0.15 -0.74 -0.164
C 1.1600 0.7789 -0.4355 -1.04 -2.21 -0.10 0.382
N 2.1181 1.6595 -0.8795 -3.09 0.29 2.36 -0.561
S 1.5983 3.0750 -0.1394 -0.63 -1.13 0.19 0.187
N 0.2423 2.6142 0.6802 0.77 -1.74 -1.08 -0.559
C 0.0417 1.2604 0.4566 1.37 1.07 -0.68 0.275
H -2.3419 0.8930 4.4905 -0.12 -0.35 -1.22 -0.053
H -2.2884 -0.6972 3.6610 -0.63 0.78 0.07 0.182
H -3.8545 0.3350 3.7203 1.11 -0.34 -0.30 0.365
H -3.5196 0.9628 0.2204 -0.60 0.23 0.39 0.324
H -3.1770 -1.5640 0.6155 0.60 -0.49 0.58 0.471
H -2.3356 -1.9438 2.2218 0.00 0.32 -1.04 0.030
H 0.0957 -2.5870 -0.6256 -0.37 1.16 0.52 0.397
H 2.1714 -2.3048 -1.9213 0.18 1.08 0.15 0.400
H 3.2302 -0.9088 -1.2950 -0.87 -0.42 -0.71 0.380
H 1.4144 0.4561 -3.1298 0.74 -0.79 0.12 0.326
H 3.1218 -0.0788 -3.5314 -1.04 -0.12 0.34 0.315
H 2.2850 -2.1709 -4.6203 -1.02 0.67 0.29 0.373
H 1.3236 -0.7109 -5.2557 0.22 -0.90 0.85 0.378
N -0.5951 -6.9469 -4.1547 -0.35 -0.36 0.16 -0.547
C -1.0963 -8.1740 -4.3593 0.22 0.30 -0.03 -0.404
C -2.1395 -8.7180 -3.6157 0.06 0.18 0.06 -0.358
C -2.6913 -7.9499 -2.6000 -0.03 -0.23 -0.10 -0.589
C -2.1810 -6.6829 -2.3785 -0.46 -0.14 0.27 0.070
C -1.1544 -6.2380 -3.1700 0.59 0.16 -0.53 -0.266
H -0.6303 -8.7368 -5.1611 -0.08 -0.08 0.04 0.526
H -2.5058 -9.7143 -3.8272 0.05 0.02 -0.04 0.396
H -3.5032 -8.3342 -1.9929 0.03 0.01 -0.03 0.413
H -2.5631 -6.0368 -1.6057 -0.02 -0.29 -0.31 0.254
H -0.7539 -5.2462 -3.0076 0.12 0.13 -0.06 0.441
N 0.0471 0.3496 5.4450 0.24 -0.33 0.35 -0.263
C 0.8459 -0.7209 5.3650 -0.18 0.27 -0.15 -0.237
C 1.2663 -1.4541 6.4632 -0.02 0.02 0.04 -0.500
C 0.8390 -1.0555 7.7202 0.02 -0.05 0.12 -0.270
C 0.0125 0.0512 7.8304 0.08 -0.11 -0.04 -0.655
C -0.3541 0.7142 6.6695 -0.04 0.17 -0.44 0.106
H 1.1567 -0.9924 4.3610 0.04 -0.05 0.03 0.427
H 1.9114 -2.3140 6.3379 -0.02 0.03 -0.02 0.374
H 1.1469 -1.6019 8.6042 -0.01 0.01 -0.04 0.364
H -0.3409 0.3924 8.7948 -0.02 0.03 -0.05 0.384
H -1.0027 1.5835 6.7050 0.01 -0.10 0.17 0.421
N 4.1442 5.2087 -0.8957 0.44 0.16 -0.17 -0.152
C 4.6603 6.1703 -0.1207 -0.34 -0.50 -0.01 -0.197
C 5.8414 6.8384 -0.4061 0.11 -0.07 -0.14 -0.739
C 6.5305 6.4901 -1.5565 0.07 0.07 0.02 -0.108
C 6.0163 5.4954 -2.3748 0.01 0.02 -0.02 -0.773
C 4.8271 4.8911 -2.0025 -0.27 -0.02 0.18 -0.197
H 4.0889 6.4046 0.7666 0.11 0.07 -0.04 0.385
H 6.2104 7.6100 0.2559 -0.07 -0.05 0.03 0.559
H 7.4582 6.9883 -1.8139 -0.02 -0.03 0.01 0.404
H 6.5270 5.1967 -3.2812 -0.04 -0.01 0.01 0.387
H 4.3827 4.1100 -2.6117 0.08 0.00 -0.04 0.479
N -2.2875 3.3283 7.4583 -0.17 0.55 0.10 -0.311
C -1.8942 4.2888 6.6138 0.01 -0.37 0.07 -0.067
C -2.1992 5.6307 6.7757 -0.05 0.01 0.06 -0.710
C -2.9587 6.0022 7.8731 -0.02 0.11 0.01 -0.106
C -3.3799 5.0258 8.7618 0.03 0.03 -0.05 -0.497
C -3.0181 3.7122 8.5111 0.15 -0.26 -0.17 -0.308
H -1.3046 3.9488 5.7681 0.00 0.07 -0.02 0.398
H -1.8515 6.3649 6.0610 0.00 -0.05 0.00 0.347
H -3.2196 7.0416 8.0346 0.01 -0.04 -0.01 0.374
H -3.9749 5.2779 9.6297 0.02 -0.04 -0.02 0.354
H -3.3212 2.9133 9.1798 -0.04 0.06 0.03 0.387
N -1.0219 -10.1470 -7.3491 -0.38 0.03 -0.26 -0.510
C -1.2405 -9.0815 -8.1277 0.21 -0.17 0.23 -0.090
C -2.3437 -8.9432 -8.9549 -0.03 -0.06 0.00 -0.432
C -3.2749 -9.9685 -8.9822 -0.10 0.01 -0.07 -0.151
C -3.0705 -11.0840 -8.1861 0.00 0.05 -0.03 -0.395
C -1.9358 -11.1225 -7.3915 0.30 0.13 0.13 -0.222
H -0.4829 -8.3067 -8.0745 -0.06 0.04 -0.03 0.371
H -2.4699 -8.0561 -9.5617 0.03 -0.01 0.03 0.351
H -4.1507 -9.8991 -9.6168 0.03 0.00 0.02 0.361
H -3.7756 -11.9050 -8.1811 0.04 0.01 0.02 0.352
H -1.7344 -11.9731 -6.7485 -0.06 -0.02 -0.04 0.383
N 3.8134 8.8268 0.9395 -0.13 0.72 0.17 -0.114
C 4.2264 9.7628 0.0780 -0.07 -0.31 0.13 -0.037
C 3.9460 11.1132 0.2122 -0.04 0.00 0.04 -0.778
C 3.1904 11.5205 1.2998 -0.03 0.12 0.02 -0.114
C 2.7486 10.5699 2.2058 0.02 0.03 -0.05 -0.664
C 3.0868 9.2449 1.9820 0.15 -0.25 -0.19 -0.091
H 4.8116 9.3951 -0.7589 -0.01 0.06 -0.03 0.326
H 4.3093 11.8267 -0.5158 0.00 -0.04 0.00 0.362
H 2.9484 12.5675 1.4399 0.01 -0.04 -0.01 0.371
H 2.1558 10.8500 3.0667 0.02 -0.04 -0.02 0.363
H 2.7670 8.4650 2.6655 -0.04 0.06 0.03 0.358
N -3.5049 -8.8081 4.9554 0.00 0.28 -0.30 -0.551
C -2.4134 -8.5461 4.2284 -0.19 -0.16 0.25 -0.270
C -2.3774 -7.6223 3.1956 -0.05 0.01 0.01 -0.382
C -3.5400 -6.9315 2.8944 -0.04 0.11 -0.07 0.091
C -4.6850 -7.1864 3.6322 0.08 -0.02 0.00 -0.461
C -4.6139 -8.1276 4.6472 0.18 -0.23 0.18 -0.240
H -1.5297 -9.1141 4.4997 0.02 0.04 -0.05 0.343
H -1.4637 -7.4489 2.6418 -0.02 -0.02 0.02 0.375
H -3.5533 -6.2030 2.0948 -0.01 -0.06 0.05 0.334
H -5.6116 -6.6666 3.4254 0.01 -0.02 0.03 0.363
H -5.4826 -8.3593 5.2547 -0.02 0.04 -0.05 0.349
N 2.8093 7.9868 -6.9656 -0.05 -0.25 0.34 -0.559
C 1.8678 7.0414 -6.8692 0.19 0.27 -0.15 -0.181
C 1.6898 6.2404 -5.7514 0.06 0.05 -0.01 -0.518
C 2.5384 6.4266 -4.6725 -0.04 -0.14 0.17 -0.131
C 3.5224 7.3982 -4.7482 -0.01 0.00 0.00 -0.188
C 3.6144 8.1483 -5.9098 -0.15 0.06 -0.33 -0.347
H 1.2311 6.9320 -7.7408 -0.03 -0.04 0.04 0.349
H 0.9087 5.4917 -5.7274 0.01 0.03 -0.02 0.363
H 2.4333 5.8205 -3.7797 0.01 0.04 -0.01 0.506
H 4.2026 7.5706 -3.9236 -0.01 -0.01 -0.02 0.358
H 4.3663 8.9235 -6.0154 0.01 -0.03 0.06 0.346

Record 2
119
Properties=species:S:1:pos:R:3:forces:R:3:mulliken_charge:R:1 method="wB97M-V/def2-TZVPD" orbital_gap_ev=8.60 total_charge=0 lumo_energy_ev=0.55 fmax_ev_per_a=0.7 de_lowest_kj_mol=55.9
Ga -0.2453 -0.2132 0.0415 0.60 0.24 0.31 1.867
C 6.4913 -1.7438 0.4087 -0.02 0.07 0.05 -1.624
C 6.3112 -0.6524 1.4319 0.02 -0.10 -0.06 0.829
C 7.3493 -0.2701 2.2731 0.02 0.00 0.01 -0.691
C 7.1902 0.7367 3.2145 0.00 0.01 0.01 -0.772
C 5.9723 1.3925 3.3112 0.02 -0.04 -0.02 -1.149
C 4.9249 1.0385 2.4742 -0.06 0.04 -0.02 -0.050
C 5.0838 0.0107 1.5458 -0.02 -0.03 0.03 -0.095
N 4.0487 -0.3689 0.6590 0.02 0.07 0.18 0.173
C 2.6915 -0.2068 0.8381 0.13 -0.18 -0.07 0.152
N 2.2707 -0.3732 2.1050 -0.15 -0.05 0.02 0.302
C 1.0605 0.0338 2.7222 0.01 0.06 -0.03 -0.258
C -0.0938 0.3026 1.9909 -0.22 -0.30 -0.23 -0.850
C -1.1891 0.7674 2.7151 0.20 0.23 0.07 -1.305
C -1.1671 0.9091 4.0940 -0.02 0.03 -0.01 -1.067
C -0.0236 0.5568 4.7933 -0.01 -0.01 0.01 -0.865
C 1.1085 0.1228 4.1211 0.06 0.04 0.10 1.611
C 2.3469 -0.2626 4.8951 -0.06 0.01 -0.03 -1.628
N 1.9042 0.0086 -0.1767 -0.14 -0.05 -0.26 0.607
C 2.5609 0.3524 -1.4091 0.00 0.21 0.17 -0.080
C 2.4795 -0.5146 -2.4883 0.02 0.03 0.06 -0.899
C 3.0934 -0.2073 -3.6935 -0.04 0.02 0.01 -0.615
C 3.7984 0.9799 -3.8232 0.00 -0.01 -0.07 -1.175
C 3.8711 1.8531 -2.7482 0.01 0.00 0.07 -0.851
C 3.2616 1.5629 -1.5304 -0.11 0.13 0.01 1.337
C 3.3629 2.5517 -0.3960 0.00 -0.06 -0.08 -1.593
H 7.4326 -2.2679 0.5663 -0.01 0.02 -0.01 0.429
H 6.5062 -1.3373 -0.6091 -0.01 -0.04 0.05 0.328
H 5.6762 -2.4702 0.4606 0.04 0.02 -0.01 0.294
H 8.3021 -0.7824 2.1927 -0.05 0.01 -0.01 0.396
H 8.0131 1.0095 3.8641 -0.04 -0.02 -0.04 0.408
H 5.8364 2.1940 4.0270 -0.01 -0.03 -0.01 0.433
H 3.9845 1.5750 2.5319 0.05 -0.04 -0.02 0.759
H 4.3233 -0.5663 -0.2891 0.01 0.02 -0.08 0.550
H 2.9965 -0.6532 2.7400 0.07 -0.10 0.04 0.369
H -2.0910 1.0225 2.1780 0.02 0.04 -0.01 1.119
H -2.0416 1.2693 4.6275 0.06 -0.02 -0.05 0.556
H -0.0050 0.6221 5.8767 0.02 0.00 -0.06 0.339
H 2.1533 -0.1987 5.9645 0.01 0.00 -0.01 0.418
H 3.1953 0.3931 4.6757 -0.02 -0.05 0.00 0.285
H 2.6507 -1.2946 4.6837 0.00 0.06 0.03 0.339
H 1.8940 -1.4103 -2.3829 -0.06 -0.20 0.01 0.627
H 3.0016 -0.8949 -4.5249 0.01 0.01 0.01 0.486
H 4.2786 1.2347 -4.7614 -0.02 -0.02 0.05 0.387
H 4.4124 2.7882 -2.8500 -0.03 -0.02 0.00 0.493
H 3.2918 3.5698 -0.7790 0.01 0.00 0.01 0.541
H 4.3171 2.4581 0.1276 0.00 -0.01 0.00 0.364
H 2.5635 2.4086 0.3304 0.00 0.02 0.01 0.022
C -1.9124 2.5948 -8.3651 0.02 -0.02 0.09 -1.470
C -1.6480 1.8182 -7.1009 -0.03 0.01 -0.02 1.058
C -0.5591 0.9581 -7.0009 0.02 0.04 0.00 -1.013
C -0.3468 0.2082 -5.8522 0.00 0.08 0.08 -0.086
C -1.2300 0.3250 -4.7886 0.15 -0.18 -0.03 -1.111
C -2.3243 1.1743 -4.8662 -0.05 0.05 0.08 0.342
C -2.5213 1.9184 -6.0153 0.01 0.08 -0.06 -1.150
S -0.9894 -0.7606 -3.4014 -0.08 0.01 0.25 1.730
O 0.0697 -1.6558 -3.7759 0.10 -0.08 0.00 -0.846
O -2.2781 -1.3383 -3.1207 0.01 0.09 0.07 -0.833
N -0.5491 0.1206 -2.0949 -0.01 0.49 0.03 0.320
C -0.2600 1.4610 -2.0180 -0.16 -0.06 -0.09 0.369
C 0.0906 2.4169 -2.9963 -0.01 -0.18 0.06 -1.317
C 0.2986 3.7184 -2.5981 0.02 0.00 0.07 -0.789
C 0.2024 4.0861 -1.2529 0.02 0.09 -0.07 -1.126
C -0.0598 3.0889 -0.3443 -0.08 -0.21 0.11 -0.488
N -0.2888 1.8288 -0.7199 -0.03 0.03 -0.27 0.945
H -1.0213 2.6519 -8.9904 -0.02 0.01 0.03 0.362
H -2.2472 3.6089 -8.1410 0.02 -0.03 -0.02 0.371
H -2.6990 2.1101 -8.9476 0.01 0.02 0.00 0.295
H 0.1324 0.8704 -7.8323 -0.05 -0.01 0.03 0.352
H 0.4912 -0.4719 -5.7642 -0.05 0.04 -0.04 0.422
H -3.0162 1.2616 -4.0369 0.04 -0.08 -0.02 0.274
H -3.3707 2.5914 -6.0777 0.04 -0.05 0.00 0.407
H 0.2376 2.1302 -4.0231 -0.05 0.00 -0.07 0.672
H 0.5669 4.4622 -3.3402 -0.02 -0.05 0.01 0.431
H 0.3612 5.1058 -0.9260 0.00 -0.08 -0.03 0.416
H -0.0918 3.2714 0.7255 -0.01 -0.03 -0.02 0.414
C 0.0011 -8.5230 -1.1329 -0.01 0.09 0.02 -1.534
C -0.0257 -7.0963 -0.6428 0.02 -0.07 -0.03 0.806
C -1.0978 -6.6055 0.0912 -0.03 -0.02 0.01 -1.095
C -1.1449 -5.2861 0.5252 -0.07 0.02 0.08 0.969
C -2.3156 -4.8098 1.3503 0.10 -0.02 -0.09 -1.217
C -0.0960 -4.4236 0.1869 0.07 0.07 -0.16 0.496
C 1.0076 -4.9031 -0.5214 -0.02 0.02 0.04 1.039
C 2.1981 -4.0388 -0.8491 -0.07 0.00 0.00 -1.595
C 1.0257 -6.2350 -0.9208 0.04 -0.06 -0.02 -0.797
C -0.1749 -2.9843 0.6407 -0.32 0.24 -0.20 -0.096
O -0.2156 -2.7180 1.8282 0.15 0.11 -0.11 -0.627
O -0.2644 -2.0908 -0.3352 0.10 -0.31 0.48 0.187
H -0.7990 -9.1118 -0.6825 0.04 0.02 -0.01 0.355
H 0.9542 -9.0016 -0.8990 -0.03 0.00 -0.01 0.360
H -0.1266 -8.5573 -2.2179 0.00 -0.02 0.04 0.297
H -1.9186 -7.2721 0.3414 0.03 0.05 -0.01 0.261
H -3.0061 -5.6292 1.5436 -0.01 -0.02 -0.01 0.409
H -2.8594 -4.0194 0.8297 0.10 -0.20 0.08 -0.063
H -1.9737 -4.3964 2.2984 -0.02 -0.02 0.00 0.330
H 2.2156 -3.1236 -0.2585 0.00 0.05 -0.01 -0.140
H 2.1828 -3.7637 -1.9035 -0.01 0.10 -0.06 0.396
H 3.1237 -4.5884 -0.6667 -0.01 0.02 0.02 0.563
H 1.8892 -6.6113 -1.4656 -0.05 0.05 0.04 0.417
C -3.6325 -1.8334 -0.3766 0.02 0.18 -0.07 -1.681
P -3.2784 -0.1134 0.1727 -0.27 -0.33 -0.28 1.148
C -3.8127 0.9435 -1.2483 0.16 -0.12 0.05 -1.559
C -4.7481 0.0457 1.2936 0.19 0.03 0.12 0.463
C -6.0466 0.0479 0.7772 0.02 0.01 0.08 -0.593
C -7.1457 0.1053 1.6208 0.00 0.01 0.02 -0.773
C -6.9689 0.1433 3.0003 0.02 -0.01 -0.08 -0.439
C -5.6880 0.1114 3.5258 0.03 0.01 0.03 -0.665
C -4.5859 0.0656 2.6778 0.04 -0.02 -0.04 -0.126
H -4.5742 -1.8974 -0.9215 -0.05 0.00 0.00 0.487
H -3.7035 -2.4326 0.5299 -0.07 0.10 -0.03 0.387
H -2.8285 -2.2112 -1.0038 0.01 0.03 0.00 0.486
H -3.9824 0.3034 -2.1117 -0.03 0.04 -0.09 0.381
H -3.0254 1.6602 -1.4835 0.04 -0.04 -0.03 0.005
H -4.7112 1.5011 -1.0022 -0.09 0.01 -0.02 0.750
H -6.2088 -0.0123 -0.2926 0.02 0.04 0.00 0.307
H -8.1450 0.1161 1.2010 0.04 -0.02 0.02 0.388
H -7.8269 0.1898 3.6589 0.00 -0.01 -0.02 0.376
H -5.5412 0.1213 4.6007 0.01 0.01 -0.08 0.421
H -3.5886 0.0319 3.1007 -0.13 -0.05 0.00 0.313